Formula: C25H46O3P2SY
Source: the Open Molecules 2025 dataset
Level of theory: ωB97M-V with the def2-TZVPD basis set

The geometry in XYZ format:
```
78
C25H46O3P2SY, DFT ωB97M-V with the def2-TZVPD basis set
Y -0.19 -2.43 0.89
C -0.40 0.25 0.36
C -0.94 -0.46 -0.77
C -2.39 -0.74 1.01
C -1.31 0.07 1.45
C -2.17 -1.07 -0.37
C 0.65 1.29 0.23
H 1.58 0.85 -0.13
H 0.86 1.79 1.18
H 0.35 2.06 -0.50
C -1.34 0.84 2.72
H -1.07 1.89 2.55
H -0.64 0.41 3.45
H -2.34 0.81 3.17
C -3.69 -0.83 1.73
H -4.12 0.17 1.90
H -3.58 -1.30 2.72
H -4.43 -1.41 1.16
C -3.23 -1.50 -1.31
H -3.60 -0.65 -1.91
H -4.10 -1.92 -0.78
H -2.86 -2.26 -2.00
C -0.60 -0.15 -2.18
H -1.27 0.64 -2.59
H -0.71 -1.03 -2.82
H 0.43 0.21 -2.28
C 4.04 -1.06 -1.43
C 4.02 -0.14 -2.40
C 3.55 -0.33 -3.82
C 3.92 -1.68 -4.50
C 2.88 -2.75 -4.54
C 2.00 -3.04 -3.57
C 2.04 -2.46 -2.20
C 3.45 -2.43 -1.53
H 4.04 0.46 -4.42
H 4.85 -2.07 -4.07
H 2.47 -0.16 -3.91
H 4.12 -3.15 -2.04
H 4.49 -0.84 -0.46
H 4.35 0.88 -2.16
H 3.34 -2.79 -0.49
H 1.61 -1.45 -2.18
H 1.19 -3.74 -3.78
H 1.40 -3.08 -1.54
H 4.17 -1.45 -5.56
H 2.85 -3.29 -5.48
P 1.28 -4.88 0.48
P -1.75 -4.55 0.37
C 0.28 -6.46 0.59
C -1.15 -6.19 1.03
H 0.79 -7.13 1.29
H 0.30 -6.93 -0.41
H -1.83 -6.98 0.68
H -1.22 -6.13 2.13
C -3.51 -4.77 0.83
H -4.11 -3.93 0.45
H -3.58 -4.79 1.93
H -3.89 -5.72 0.43
C -1.72 -4.93 -1.45
H -1.92 -5.99 -1.62
H -0.75 -4.67 -1.90
H -2.50 -4.34 -1.95
C 2.42 -5.23 1.89
H 2.57 -4.36 2.53
H 3.41 -5.52 1.48
H 2.02 -6.06 2.48
C 2.36 -5.46 -0.91
H 2.07 -6.48 -1.21
H 3.41 -5.47 -0.58
H 2.28 -4.81 -1.79
C 2.31 0.18 3.01
S 1.99 -1.54 2.65
O 2.95 -2.37 3.33
O 0.53 -1.81 2.99
O 1.98 -1.69 1.13
H 2.93 0.19 3.92
H 1.36 0.70 3.20
H 2.84 0.66 2.18
```

Output
- LUMO energy (eV) = -3.036
- Kohn-Sham gap (eV) = 7.54
- HOMO level (Ha) = -0.3885
- charge = +1



Formula: C25H47F9NO5PS2
Source: the Open Molecules 2025 dataset
Level of theory: ωB97M-V with the def2-TZVPD basis set

The geometry in XYZ format:
```
90
C25H47F9NO5PS2, DFT ωB97M-V with the def2-TZVPD basis set
C -4.14 1.16 -3.90
C -4.90 0.04 -4.88
C -5.06 -1.44 -4.11
C -3.55 -2.09 -4.10
C -3.50 -3.69 -3.77
C -3.25 -4.07 -2.19
C -1.96 -3.26 -1.51
C -2.58 -2.37 -0.28
C -1.44 -1.42 0.50
C -2.21 -0.04 0.92
C -1.45 0.79 2.15
C -1.09 -0.17 3.43
N 0.37 -0.57 3.44
C 0.63 -1.40 4.72
O 0.86 -2.82 4.42
C 2.29 -3.18 4.42
C 1.24 0.67 3.50
S 3.00 0.13 3.14
C 0.70 1.90 2.52
C 1.95 2.56 1.63
C 1.51 3.89 0.77
C 1.65 3.74 -0.86
C 3.09 3.16 -1.39
C 2.80 1.85 -2.38
F 2.04 2.45 -3.55
F 1.93 0.94 -1.56
C 4.25 1.22 -2.79
F 5.24 1.17 -1.65
F 4.87 2.16 -3.79
S 4.22 -0.49 -3.53
F 3.80 -1.27 -2.06
F 5.89 -0.69 -3.05
F 4.85 0.15 -5.02
F 2.61 -0.38 -4.09
F 4.30 -2.06 -4.26
P 0.02 3.24 3.76
C -1.48 4.17 3.02
C 1.41 4.42 4.34
O -0.30 1.47 1.53
H -3.52 0.64 -3.05
H -4.91 1.89 -3.40
H -3.35 1.81 -4.52
H -5.94 0.43 -5.28
H -4.19 -0.12 -5.79
H -5.85 -2.03 -4.73
H -5.48 -1.17 -3.03
H -3.12 -1.95 -5.20
H -2.89 -1.42 -3.40
H -2.73 -4.23 -4.51
H -4.56 -4.13 -4.07
H -2.95 -5.23 -2.17
H -4.20 -3.98 -1.50
H -1.42 -2.63 -2.34
H -1.19 -4.07 -1.15
H -3.13 -3.08 0.48
H -3.39 -1.63 -0.75
H -1.05 -2.07 1.39
H -0.51 -1.27 -0.23
H -3.27 -0.33 1.33
H -2.41 0.68 -0.02
H -2.29 1.55 2.55
H -1.30 0.44 4.41
H -1.73 -1.17 3.41
H 0.67 -1.19 2.65
H 1.51 -0.98 5.37
H -0.34 -1.36 5.41
H 2.82 -3.09 3.38
H 2.94 -2.62 5.21
H 2.34 -4.33 4.71
H 1.23 1.05 4.63
H 3.06 -0.34 1.79
H 2.86 2.90 2.32
H 2.25 1.73 0.85
H 0.43 4.28 0.98
H 2.24 4.78 1.08
H 1.56 4.85 -1.30
H 0.71 3.17 -1.25
H 3.61 3.99 -2.06
H 3.76 2.89 -0.47
H -2.49 3.82 3.53
H -1.34 5.33 3.16
H -1.57 3.93 1.87
H 1.39 5.48 3.86
H 2.46 3.86 4.24
H 1.26 4.55 5.52
C 2.95 -4.18 0.75
O 1.93 -3.95 0.06
O 3.96 -3.41 0.38
O 3.15 -4.98 1.69
H 3.41 -2.98 -0.32
```

Output
- LUMO energy (eV) = -2.108
- Kohn-Sham gap (eV) = 4.68
- HOMO level (Ha) = -0.2495



Formula: C25H47N5
Source: the Open Molecules 2025 dataset
Level of theory: ωB97M-V with the def2-TZVPD basis set

The geometry in XYZ format:
```
77
C25H47N5, DFT ωB97M-V with the def2-TZVPD basis set
C 3.61 0.00 0.09
C 4.33 1.37 -0.21
C 3.67 2.24 -1.36
C 3.19 1.44 -2.63
C 1.69 1.85 -3.01
C 0.66 1.42 -1.91
C -0.12 2.47 -1.29
C -1.12 2.15 -0.22
N -1.95 3.13 0.43
C -1.25 0.77 0.19
C -0.48 -0.35 -0.43
N -0.72 -1.63 0.06
C 0.03 -2.52 -0.63
C 1.00 -2.22 -1.71
N 1.25 -0.96 -2.14
C 0.48 -0.01 -1.49
H 4.10 -0.45 1.01
H 3.84 -0.72 -0.74
H 2.52 0.09 0.32
H 5.44 1.20 -0.37
H 4.26 1.98 0.74
H 4.48 2.95 -1.72
H 2.85 2.88 -0.93
H 3.33 0.33 -2.58
H 3.81 1.78 -3.51
H 1.70 2.99 -3.04
H 1.41 1.53 -4.04
H 0.04 3.52 -1.62
H -1.90 3.04 1.45
H -1.73 4.08 0.13
H -1.97 0.53 1.01
H -0.10 -3.61 -0.35
H 1.55 -3.06 -2.18
C 6.78 -6.16 1.22
C 5.63 -5.17 1.36
N 4.86 -4.98 0.14
C 3.92 -3.86 0.23
C 2.77 -3.98 1.23
C 4.33 -6.18 -0.48
C 3.39 -7.06 0.35
H 7.48 -5.85 0.44
H 7.33 -6.22 2.16
H 6.43 -7.17 1.00
H 6.07 -4.21 1.65
H 4.99 -5.50 2.19
H 3.51 -3.67 -0.77
H 4.49 -2.96 0.47
H 1.98 -4.64 0.87
H 2.31 -3.00 1.38
H 3.10 -4.33 2.21
H 5.18 -6.81 -0.80
H 3.84 -5.92 -1.42
H 3.72 -7.17 1.38
H 3.33 -8.06 -0.09
H 2.37 -6.66 0.35
C -8.96 5.03 1.04
C -7.78 4.60 0.17
N -6.48 4.96 0.73
C -5.38 4.76 -0.22
C -5.08 3.33 -0.66
C -6.21 4.51 2.09
C -6.26 3.00 2.35
H -8.96 6.10 1.21
H -9.89 4.77 0.54
H -8.96 4.52 2.01
H -7.89 5.10 -0.79
H -7.85 3.53 -0.02
H -4.47 5.20 0.20
H -5.60 5.35 -1.11
H -4.54 2.77 0.11
H -4.43 3.35 -1.54
H -5.98 2.77 -0.94
H -6.93 5.00 2.75
H -5.24 4.89 2.41
H -7.10 2.51 1.85
H -6.38 2.82 3.43
H -5.34 2.51 2.05
```

Output
- LUMO energy (eV) = -0.340
- Kohn-Sham gap (eV) = 7.74
- HOMO level (Ha) = -0.2969
- SMILES = CCCCCc1cc(N)cc2nccnc12.CCN(CC)CC.CCN(CC)CC



Formula: C25H48As2BCrN4O2S6Si3
Source: the Open Molecules 2025 dataset
Level of theory: ωB97M-V with the def2-TZVPD basis set

The geometry in XYZ format:
```
92
C25H48As2BCrN4O2S6Si3, DFT ωB97M-V with the def2-TZVPD basis set
Cr -1.12 0.00 0.99
S -5.47 -0.75 3.38
As -3.74 -1.26 2.30
S -1.83 -0.60 3.20
S -3.43 -0.05 0.47
S -3.78 -3.34 1.76
O 4.20 1.99 2.97
C 4.40 0.97 2.12
C 5.70 0.66 1.74
C 5.96 -0.41 0.90
C 4.92 -1.18 0.41
C 3.62 -0.85 0.76
C 3.33 0.23 1.59
C 1.90 0.53 1.92
O 1.01 0.03 1.17
N 1.77 1.30 2.98
N 0.48 1.40 3.42
C 0.21 2.37 4.18
S -1.41 2.52 4.88
C -1.07 4.08 5.74
C -0.02 4.84 4.96
S 1.34 3.69 4.61
H 3.22 1.97 3.19
H 6.51 1.27 2.14
H 6.99 -0.64 0.63
H 5.11 -2.03 -0.24
H 2.78 -1.42 0.38
H -0.73 3.86 6.75
H -2.01 4.63 5.79
H 0.39 5.68 5.53
H -0.42 5.19 4.01
B -1.44 4.71 1.22
C -1.37 3.14 1.12
N -1.26 1.99 1.06
H -0.35 5.09 1.61
H -2.33 5.01 1.99
H -1.67 5.15 0.11
C 1.46 -0.72 -4.34
Si 1.27 -0.57 -2.47
C 2.60 0.64 -1.93
C 1.59 -2.28 -1.78
As -0.78 0.16 -1.54
Si -2.44 -1.03 -2.76
C -1.93 -1.44 -4.54
C -4.06 -0.10 -2.96
C -2.63 -2.69 -1.92
Si -0.93 2.34 -2.44
C -0.70 2.39 -4.31
C 0.42 3.44 -1.74
C -2.64 3.00 -2.05
H 2.51 -0.92 -4.56
H 1.17 0.20 -4.86
H 0.86 -1.53 -4.75
H 3.57 0.14 -1.83
H 2.35 1.08 -0.97
H 2.71 1.45 -2.66
H 2.64 -2.58 -1.90
H 0.96 -3.03 -2.28
H 1.34 -2.29 -0.72
H -1.50 -0.60 -5.08
H -2.82 -1.77 -5.07
H -1.21 -2.26 -4.56
H -3.98 0.65 -3.75
H -4.36 0.39 -2.03
H -4.84 -0.82 -3.23
H -1.65 -3.15 -1.78
H -3.24 -3.37 -2.53
H -3.10 -2.60 -0.94
H 0.36 2.32 -4.58
H -1.09 3.33 -4.70
H -1.23 1.57 -4.82
H 1.39 3.18 -2.16
H 0.48 3.36 -0.66
H 0.20 4.48 -1.98
H -3.33 2.86 -2.88
H -2.59 4.07 -1.81
H -3.06 2.50 -1.17
C -1.11 -5.37 0.42
C -0.32 -4.47 1.37
C 1.19 -4.68 1.20
C -0.74 -4.72 2.83
C -0.62 -3.06 1.06
N -0.79 -1.96 0.83
H -0.95 -6.41 0.70
H -0.79 -5.22 -0.61
H -2.18 -5.13 0.49
H 1.43 -5.71 1.47
H 1.76 -4.01 1.85
H 1.50 -4.51 0.17
H -0.48 -5.75 3.10
H -1.81 -4.56 2.93
H -0.22 -4.03 3.50
```

Output
- LUMO energy (spin up / spin down) (eV) = 3.967 / 3.969
- Kohn-Sham gap (spin up / spin down) (eV) = 5.73 / 5.75
- <S²> = 3.83
- HOMO level (spin up / spin down) (Ha) = -0.0647 / -0.0654
- 2S+1 = 4
- charge = -2



Formula: C25H48BFIN3O5
Source: the Open Molecules 2025 dataset
Level of theory: ωB97M-V with the def2-TZVPD basis set

The geometry in XYZ format:
```
84
C25H48BFIN3O5, DFT ωB97M-V with the def2-TZVPD basis set
C -4.29 -0.39 3.73
O -4.19 -1.70 3.22
C -4.98 -2.00 2.08
C -4.15 -2.74 1.07
C -2.94 -1.97 0.54
C -3.27 -0.53 0.11
B -2.12 0.16 -0.67
I -2.48 1.60 -2.17
C -0.61 -0.26 -0.45
O -0.12 -1.06 -1.21
N 0.13 0.23 0.64
C -0.57 0.82 1.68
O -1.33 1.72 1.61
F -0.28 0.21 2.85
H -3.31 -0.10 4.13
H -5.02 -0.34 4.54
H -4.57 0.33 2.96
H -5.40 -1.07 1.66
H -5.83 -2.62 2.38
H -4.80 -3.04 0.24
H -3.80 -3.67 1.53
H -2.17 -1.95 1.32
H -2.52 -2.51 -0.31
H -4.18 -0.51 -0.50
H -3.49 0.09 0.99
H 0.87 -0.39 0.94
C 0.55 4.17 3.39
C 2.06 3.90 3.48
C 2.47 3.46 4.90
C 2.43 4.60 5.92
C 3.26 5.79 5.44
C 2.87 6.29 4.05
N 2.88 5.11 3.12
O 4.03 4.83 2.65
C 1.51 6.99 4.07
C 3.89 7.29 3.53
C 2.40 2.80 2.49
H 0.05 3.25 3.10
H 0.11 4.49 4.33
H 0.33 4.92 2.63
H 3.48 3.05 4.86
H 1.80 2.65 5.21
H 1.40 4.91 6.12
H 2.83 4.24 6.87
H 3.17 6.63 6.14
H 4.32 5.51 5.42
H 1.17 7.21 3.06
H 1.62 7.93 4.61
H 0.73 6.42 4.58
H 4.90 6.89 3.56
H 3.85 8.19 4.16
H 3.67 7.58 2.50
H 2.17 3.11 1.47
H 1.79 1.92 2.73
H 3.45 2.51 2.53
C 0.59 -6.37 -5.60
C 0.27 -5.03 -6.28
C 1.53 -4.16 -6.41
C 2.00 -3.57 -5.08
C 0.88 -2.82 -4.37
C -0.39 -3.66 -4.19
N -0.76 -4.24 -5.52
O -1.45 -3.46 -6.25
C -0.17 -4.74 -3.12
C -1.53 -2.78 -3.71
C -0.30 -5.33 -7.66
H 0.86 -7.10 -6.36
H 1.42 -6.31 -4.90
H -0.28 -6.75 -5.06
H 1.31 -3.34 -7.10
H 2.32 -4.76 -6.86
H 2.41 -4.35 -4.43
H 2.83 -2.88 -5.27
H 1.20 -2.46 -3.39
H 0.62 -1.93 -4.96
H -1.02 -5.42 -3.09
H -0.09 -4.25 -2.15
H 0.74 -5.32 -3.27
H -1.69 -1.93 -4.37
H -1.30 -2.39 -2.72
H -2.47 -3.35 -3.66
H -1.23 -5.89 -7.58
H 0.43 -5.93 -8.21
H -0.49 -4.42 -8.22
```

Output
- LUMO energy (spin up / spin down) (eV) = -0.032 / -0.032
- Kohn-Sham gap (spin up / spin down) (eV) = 7.77 / 9.04
- <S²> = 2.01
- HOMO level (spin up / spin down) (Ha) = -0.2865 / -0.3333
- 2S+1 = 3



Repeat the fourth record exactly.
Formula: C25H48As2BCrN4O2S6Si3
Source: the Open Molecules 2025 dataset
Level of theory: ωB97M-V with the def2-TZVPD basis set

The geometry in XYZ format:
```
92
C25H48As2BCrN4O2S6Si3, DFT ωB97M-V with the def2-TZVPD basis set
Cr -1.12 0.00 0.99
S -5.47 -0.75 3.38
As -3.74 -1.26 2.30
S -1.83 -0.60 3.20
S -3.43 -0.05 0.47
S -3.78 -3.34 1.76
O 4.20 1.99 2.97
C 4.40 0.97 2.12
C 5.70 0.66 1.74
C 5.96 -0.41 0.90
C 4.92 -1.18 0.41
C 3.62 -0.85 0.76
C 3.33 0.23 1.59
C 1.90 0.53 1.92
O 1.01 0.03 1.17
N 1.77 1.30 2.98
N 0.48 1.40 3.42
C 0.21 2.37 4.18
S -1.41 2.52 4.88
C -1.07 4.08 5.74
C -0.02 4.84 4.96
S 1.34 3.69 4.61
H 3.22 1.97 3.19
H 6.51 1.27 2.14
H 6.99 -0.64 0.63
H 5.11 -2.03 -0.24
H 2.78 -1.42 0.38
H -0.73 3.86 6.75
H -2.01 4.63 5.79
H 0.39 5.68 5.53
H -0.42 5.19 4.01
B -1.44 4.71 1.22
C -1.37 3.14 1.12
N -1.26 1.99 1.06
H -0.35 5.09 1.61
H -2.33 5.01 1.99
H -1.67 5.15 0.11
C 1.46 -0.72 -4.34
Si 1.27 -0.57 -2.47
C 2.60 0.64 -1.93
C 1.59 -2.28 -1.78
As -0.78 0.16 -1.54
Si -2.44 -1.03 -2.76
C -1.93 -1.44 -4.54
C -4.06 -0.10 -2.96
C -2.63 -2.69 -1.92
Si -0.93 2.34 -2.44
C -0.70 2.39 -4.31
C 0.42 3.44 -1.74
C -2.64 3.00 -2.05
H 2.51 -0.92 -4.56
H 1.17 0.20 -4.86
H 0.86 -1.53 -4.75
H 3.57 0.14 -1.83
H 2.35 1.08 -0.97
H 2.71 1.45 -2.66
H 2.64 -2.58 -1.90
H 0.96 -3.03 -2.28
H 1.34 -2.29 -0.72
H -1.50 -0.60 -5.08
H -2.82 -1.77 -5.07
H -1.21 -2.26 -4.56
H -3.98 0.65 -3.75
H -4.36 0.39 -2.03
H -4.84 -0.82 -3.23
H -1.65 -3.15 -1.78
H -3.24 -3.37 -2.53
H -3.10 -2.60 -0.94
H 0.36 2.32 -4.58
H -1.09 3.33 -4.70
H -1.23 1.57 -4.82
H 1.39 3.18 -2.16
H 0.48 3.36 -0.66
H 0.20 4.48 -1.98
H -3.33 2.86 -2.88
H -2.59 4.07 -1.81
H -3.06 2.50 -1.17
C -1.11 -5.37 0.42
C -0.32 -4.47 1.37
C 1.19 -4.68 1.20
C -0.74 -4.72 2.83
C -0.62 -3.06 1.06
N -0.79 -1.96 0.83
H -0.95 -6.41 0.70
H -0.79 -5.22 -0.61
H -2.18 -5.13 0.49
H 1.43 -5.71 1.47
H 1.76 -4.01 1.85
H 1.50 -4.51 0.17
H -0.48 -5.75 3.10
H -1.81 -4.56 2.93
H -0.22 -4.03 3.50
```

Output
- LUMO energy (spin up / spin down) (eV) = 3.967 / 3.969
- Kohn-Sham gap (spin up / spin down) (eV) = 5.73 / 5.75
- <S²> = 3.83
- HOMO level (spin up / spin down) (Ha) = -0.0647 / -0.0654
- 2S+1 = 4
- charge = -2



> What is the formula in the fourth record?

C25H48As2BCrN4O2S6Si3